Here is a cluster of 2 separate species, C9H14 in total from the OMol25 dataset. Energies are from ωB97M-V with the def2-TZVPD basis set.

Each line ends with the natural charge from an NBO analysis.
Cartesian coordinates (Å):
C -0.913 -2.361 0.724  -0.64
C -1.252 -0.994 0.079  0.05
C -0.624 0.107 0.640  -0.25
C -1.081 1.333 0.245  -0.20
C -1.912 1.542 -0.813  -0.26
C -2.464 0.373 -1.489  -0.17
C -2.226 -0.912 -0.991  -0.26
H -1.759 -2.747 1.265  0.21
H -0.056 -2.347 1.389  0.22
H -0.907 -2.857 -0.157  0.22
H 0.109 0.023 1.472  0.21
H -0.631 2.128 0.923  0.21
H -2.555 2.301 -1.121  0.22
H -2.697 0.631 -2.547  0.22
H -2.819 -1.727 -1.115  0.21
C 2.662 0.607 -0.544  -0.63
C 2.811 0.825 0.948  -0.63
H 3.293 -0.084 -1.093  0.21
H 1.704 0.082 -0.646  0.21
H 2.548 1.635 -0.965  0.21
H 3.762 0.255 1.326  0.20
H 3.099 1.911 1.088  0.22
H 1.910 0.278 1.382  0.21

Properties
Orbital gap, eV: 9.87
Electronic energy, eV: -9557.2018
Lowest unoccupied orbital energy, eV: 1.02
2S+1: 1
HOMO, hartree: -0.32531
ΔE to the lowest compared entry with this formula, charge and spin, eV: 2.980
Molar mass, Da: 122.21